*a*
Computed, not measured: one molecule with the formula C6H10S2, with ωB97M-V/def2-TZVPD.

Calculated values
Multiplicity: 1
Charge: 0
HOMO-LUMO gap in Ha: 0.3458

Each line ends with the natural charge from an NBO analysis.
Atoms and positions in Å:
1 S 3.060 0.308 -0.273  -0.077
2 C 1.360 -0.529 -0.196  -0.326
3 C 0.610 -0.447 1.107  -0.459
4 C -0.417 0.546 0.960  -0.355
5 C -1.683 0.037 0.242  -0.433
6 C -1.211 -0.326 -1.258  -0.416
7 C 0.383 0.208 -1.092  -0.273
8 S 0.110 1.847 -0.182  0.166
9 H 2.897 1.390 0.649  0.156
10 H 1.596 -1.536 -0.380  0.238
11 H -0.063 -1.272 1.456  0.240
12 H 1.247 -0.325 2.072  0.234
13 H -0.580 1.223 1.757  0.244
14 H -2.405 -1.033 0.405  0.199
15 H -2.575 0.667 0.320  0.229
16 H -1.698 0.337 -2.058  0.224
17 H -1.344 -1.394 -1.520  0.210
18 H 0.714 0.299 -2.009  0.199

*b*
Computed, not measured: C6H10S2 as an isolated structure, with ωB97M-V/def2-TZVPD.

Calculated values
Multiplicity: 1
Charge: 0
HOMO-LUMO gap in Ha: 0.2973

Each line ends with the natural charge from an NBO analysis.
Atoms and positions in Å:
1 C -2.052 -0.404 0.758  -0.451
2 C -0.764 -1.019 0.223  -0.425
3 C 0.257 -0.124 -0.558  -0.337
4 C 1.639 -0.633 -0.662  -0.407
5 C 2.244 0.548 0.053  -0.493
6 C 0.948 1.128 -0.045  0.050
7 H -2.267 2.025 -0.250  0.175
8 H -2.872 -1.175 0.942  0.234
9 H -1.964 0.352 1.743  0.240
10 H -1.000 -1.872 -0.601  0.227
11 H -0.204 -1.416 1.081  0.215
12 H -0.308 0.306 -1.491  0.274
13 H 2.290 -0.827 -1.519  0.232
14 H 1.828 -1.583 -0.128  0.209
15 H 2.152 0.316 1.159  0.252
16 H 3.086 1.052 -0.202  0.239
17 S -3.059 0.790 -0.563  -0.206
18 S 0.044 2.534 0.062  -0.029

*a* takes first place; second place is 0.0323 hartree up.

*a*
Computed, not measured: one molecule with the formula CCl4OS, with ωB97M-V/def2-TZVPD.

Calculated values
Multiplicity: 1
Charge: 0
HOMO-LUMO gap (spin up / spin down) in Ha: 0.2762 / 0.2762

Each line ends with the natural charge from an NBO analysis.
Atoms and positions in Å:
1 O 0.452 -1.291 1.158  -0.832
2 S 0.550 -0.309 0.092  1.452
3 Cl 1.315 -1.089 -1.645  -0.174
4 Cl 2.141 0.833 0.494  -0.110
5 C -1.005 0.763 0.377  -0.343
6 Cl -1.081 1.733 -0.932  0.104
7 Cl -2.372 -0.640 0.457  -0.097

*b*
Computed, not measured: a 2-piece molecular cluster, CCl4OS overall, with ωB97M-V/def2-TZVPD.

Calculated values
Multiplicity: 1
Charge: 0
HOMO-LUMO gap in Ha: 0.2837

Each line ends with the natural charge from an NBO analysis.
Atoms and positions in Å:
1 C 1.607 0.125 0.169  -0.238
2 O -1.170 1.689 0.243  -0.841
3 S -0.810 0.438 -0.304  1.365
4 Cl 1.839 -0.580 1.695  0.097
5 Cl 2.211 -0.724 -1.120  0.107
6 Cl -1.988 -0.003 -1.835  -0.177
7 Cl -1.689 -0.944 1.153  -0.313

*b* takes first place; second place is 0.0140 hartree up.

*a*
Computed, not measured: a 2-piece molecular cluster, C4H10NO2 overall, with ωB97M-V/def2-TZVPD.

Calculated values
Multiplicity: 1
Charge: -1
HOMO-LUMO gap in Ha: 0.1571

Each line ends with the natural charge from an NBO analysis.
Atoms and positions in Å:
1 C 1.414 1.065 0.305  0.013
2 O 2.287 0.448 1.068  -0.816
3 C -0.132 0.640 0.595  -0.048
4 C -0.302 -0.864 0.325  -0.316
5 C 0.562 -1.554 -0.691  -0.630
6 O -3.032 -0.470 -0.184  -0.629
7 N -0.931 1.344 -0.395  -0.806
8 H 1.495 0.963 -0.801  0.099
9 H 1.394 2.174 0.464  0.108
10 H -0.452 0.845 1.611  0.176
11 H -1.362 -0.800 0.003  0.246
12 H 1.598 -1.631 -0.354  0.243
13 H 0.223 -2.550 -0.980  0.202
14 H 0.601 -0.979 -1.620  0.204
15 H -0.099 -1.298 1.307  0.210
16 H -1.579 1.951 0.107  0.352
17 H -1.684 0.716 -0.759  0.390

*b*
Computed, not measured: a 2-piece molecular cluster, C4H10NO2 overall, with ωB97M-V/def2-TZVPD.

Calculated values
Multiplicity: 1
Charge: -1
HOMO-LUMO gap in Ha: 0.2911

Each line ends with the natural charge from an NBO analysis.
Atoms and positions in Å:
1 C 0.926 -0.777 -0.892  -0.104
2 O 1.109 -1.225 0.421  -0.829
3 C -0.081 -1.617 -1.610  -0.147
4 C -1.199 -1.154 -2.160  -0.453
5 H 1.894 -0.815 -1.426  0.128
6 H 0.619 0.275 -0.910  0.162
7 H 0.823 -0.386 1.120  0.502
8 H 0.138 -2.683 -1.605  0.176
9 H -1.897 -1.824 -2.650  0.174
10 H -1.435 -0.098 -2.115  0.196
11 N -0.524 2.364 0.523  -0.905
12 C -0.703 1.207 1.470  0.125
13 O 0.474 0.663 1.859  -0.882
14 H 0.475 2.531 0.525  0.354
15 H -0.924 3.192 0.955  0.324
16 H -1.287 1.594 2.329  0.078
17 H -1.344 0.467 0.953  0.100

*b* takes first place; second place is 0.2221 hartree up.

*a*
Computed, not measured: an isolated ion of composition C4H10NO2 and charge -1, with ωB97M-V/def2-TZVPD.

Calculated values
Multiplicity: 1
Charge: -1
HOMO-LUMO gap in Ha: 0.2103

Each line ends with the natural charge from an NBO analysis.
Atoms and positions in Å:
1 O 3.051 -0.853 1.301  -0.960
2 C 2.093 -0.451 0.411  -0.007
3 C 1.066 0.534 1.042  -0.428
4 C 0.039 1.067 0.050  -0.223
5 N -0.884 -0.060 -0.058  -0.666
6 C -1.850 -0.211 -1.081  0.128
7 O -2.677 -1.332 -0.962  -0.744
8 H 1.376 -1.312 0.101  0.037
9 H 2.557 0.004 -0.513  0.083
10 H 1.588 1.428 1.449  0.181
11 H 0.547 0.068 1.929  0.195
12 H -0.505 1.917 0.534  0.165
13 H 0.424 1.331 -0.898  0.162
14 H -0.390 -0.910 -0.030  0.364
15 H -1.224 -0.238 -2.037  0.104
16 H -2.411 0.673 -1.247  0.129
17 H -2.800 -1.653 0.011  0.478

*b*
Computed, not measured: an isolated ion of composition C4H10NO2 and charge -1, with ωB97M-V/def2-TZVPD.

Calculated values
Multiplicity: 1
Charge: -1
HOMO-LUMO gap in Ha: 0.2394

Each line ends with the natural charge from an NBO analysis.
Atoms and positions in Å:
1 N -0.268 -1.279 0.625  -0.910
2 C -0.503 -0.116 -0.218  -0.067
3 C -0.546 -0.549 -1.765  -0.067
4 O -1.035 -1.855 -1.973  -0.759
5 C 0.684 0.807 0.051  -0.458
6 C 0.651 1.293 1.529  -0.041
7 O 0.984 0.311 2.440  -0.995
8 H 0.770 -1.410 0.714  0.374
9 H -0.508 -0.827 1.536  0.418
10 H -1.570 0.401 -0.059  0.178
11 H 0.485 -0.661 -2.232  0.146
12 H -1.251 0.132 -2.258  0.158
13 H -0.842 -2.328 -1.189  0.481
14 H 1.705 0.467 -0.112  0.205
15 H 0.390 1.840 -0.478  0.158
16 H 1.246 2.179 1.687  0.104
17 H -0.393 1.595 1.702  0.077

*b* takes first place; second place is 0.0064 hartree up.

*a*
Computed, not measured: a 2-piece molecular cluster, C12H16N2O overall, with ωB97M-V/def2-TZVPD.

Calculated values
Multiplicity: 1
Charge: 0
HOMO-LUMO gap in Ha: 0.3323

Each line ends with the natural charge from an NBO analysis.
Atoms and positions in Å:
1 C -3.510 -1.334 0.023  -0.604
2 C -2.681 -0.224 -0.608  -0.419
3 C -1.815 -0.706 -1.731  0.095
4 C -1.335 -0.069 -2.843  -0.117
5 N -0.388 -0.911 -3.377  -0.516
6 C -0.286 -1.989 -2.567  0.159
7 N -1.107 -1.872 -1.558  -0.472
8 H -4.244 -0.939 0.705  0.205
9 H -2.872 -2.113 0.432  0.224
10 H -4.047 -1.869 -0.764  0.204
11 H -3.370 0.519 -1.030  0.200
12 H -2.118 0.369 0.115  0.213
13 H -1.696 0.721 -3.486  0.213
14 H 0.140 -0.772 -4.226  0.415
15 H 0.313 -2.876 -2.680  0.201
16 C 0.009 1.903 2.768  -0.631
17 C 1.111 1.294 1.970  -0.072
18 C 1.724 2.013 0.938  -0.170
19 C 2.795 1.516 0.217  -0.272
20 C 3.107 0.178 0.428  0.315
21 O 3.978 -0.365 -0.490  -0.672
22 C 2.732 -0.481 1.581  -0.307
23 C 1.690 0.082 2.320  -0.168
24 H 0.033 1.534 3.799  0.215
25 H -1.001 1.651 2.446  0.216
26 H 0.007 2.985 2.910  0.219
27 H 1.212 2.930 0.652  0.207
28 H 3.199 2.071 -0.622  0.226
29 H 4.161 -1.283 -0.229  0.475
30 H 3.024 -1.502 1.771  0.212
31 H 1.232 -0.462 3.136  0.208

*b*
Computed, not measured: a 2-piece molecular cluster, C12H16N2O overall, with ωB97M-V/def2-TZVPD.

Calculated values
Multiplicity: 1
Charge: 0
HOMO-LUMO gap in Ha: 0.3306

Each line ends with the natural charge from an NBO analysis.
Atoms and positions in Å:
1 C 0.159 3.514 -1.367  -0.638
2 C -0.603 2.302 -1.127  -0.105
3 C -1.940 2.095 -0.920  0.001
4 N -2.332 0.694 -0.863  -0.554
5 C -1.159 0.047 -1.242  0.145
6 C -1.042 -1.298 -1.671  -0.214
7 C 0.205 -1.847 -1.724  -0.253
8 C 1.320 -0.971 -1.811  -0.241
9 C 1.217 0.417 -1.740  -0.208
10 C -0.048 0.973 -1.301  -0.077
11 H -0.354 4.333 -1.840  0.228
12 H 0.961 3.270 -2.086  0.217
13 H 0.525 4.103 -0.552  0.228
14 H -2.835 2.545 -0.809  0.203
15 H -3.106 0.223 -0.496  0.418
16 H -1.941 -1.845 -1.896  0.210
17 H 0.342 -2.852 -2.040  0.214
18 H 2.220 -1.524 -1.884  0.212
19 H 2.009 1.155 -1.826  0.217
20 C 1.872 -1.028 2.985  -0.586
21 C 0.689 -0.469 2.146  -0.514
22 C -0.530 -1.349 2.214  0.693
23 N -0.608 -2.540 1.403  -0.852
24 O -1.379 -1.270 3.003  -0.592
25 H 2.687 -0.442 2.920  0.208
26 H 2.034 -2.052 2.813  0.209
27 H 1.667 -0.946 4.003  0.209
28 H 0.371 0.508 2.554  0.232
29 H 1.046 -0.251 1.115  0.230
30 H -1.472 -2.955 1.346  0.387
31 H 0.027 -2.541 0.693  0.374

*c*
Computed, not measured: a 2-piece molecular cluster, C12H16N2O overall, with ωB97M-V/def2-TZVPD.

Calculated values
Multiplicity: 1
Charge: 0
HOMO-LUMO gap in Ha: 0.3186

Each line ends with the natural charge from an NBO analysis.
Atoms and positions in Å:
1 C -0.565 -2.124 0.498  -0.631
2 C -1.704 -1.633 -0.316  -0.113
3 C -2.906 -2.212 -0.535  -0.024
4 N -3.782 -1.314 -1.138  -0.535
5 C -3.039 -0.192 -1.503  0.133
6 C -3.466 0.896 -2.240  -0.254
7 C -2.535 1.926 -2.372  -0.202
8 C -1.315 1.913 -1.688  -0.237
9 C -0.908 0.775 -1.011  -0.217
10 C -1.764 -0.320 -0.915  -0.031
11 H -0.803 -2.889 1.239  0.224
12 H 0.076 -1.329 0.894  0.216
13 H 0.180 -2.649 -0.115  0.212
14 H -3.196 -3.235 -0.343  0.208
15 H -4.478 -1.658 -1.787  0.397
16 H -4.386 1.048 -2.782  0.221
17 H -2.705 2.691 -3.112  0.207
18 H -0.612 2.706 -1.874  0.214
19 H 0.070 0.816 -0.534  0.211
20 C 2.315 0.042 2.747  -0.629
21 C 3.615 0.661 2.271  -0.517
22 C 3.545 1.407 0.949  0.676
23 N 3.398 0.600 -0.146  -0.836
24 O 3.753 2.599 0.857  -0.603
25 H 2.337 -0.925 3.237  0.219
26 H 1.537 0.022 1.994  0.213
27 H 1.961 0.590 3.627  0.225
28 H 4.123 1.331 2.973  0.241
29 H 4.445 -0.060 2.163  0.217
30 H 3.471 0.900 -1.101  0.410
31 H 3.337 -0.383 0.064  0.385

*c* takes first place; second place is 0.0205 hartree up.

*a*
Computed, not measured: one molecule with the formula C3H9BO, with ωB97M-V/def2-TZVPD.

Calculated values
Multiplicity: 1
Charge: 0
HOMO-LUMO gap in Ha: 0.4061

Each line ends with the natural charge from an NBO analysis.
Atoms and positions in Å:
1 C 1.602 -0.528 0.352  -0.576
2 C 0.338 -1.092 -0.552  -0.735
3 B -1.011 -0.267 -0.199  0.969
4 C -1.157 1.312 -0.058  -0.987
5 O -1.949 -1.176 0.216  -0.878
6 H 1.689 -1.138 1.161  0.195
7 H 2.489 -0.486 -0.190  0.196
8 H 1.393 0.387 0.797  0.191
9 H 0.760 -0.827 -1.502  0.224
10 H 0.330 -2.098 -0.350  0.220
11 H -2.052 1.728 0.306  0.225
12 H -1.016 1.847 -0.866  0.229
13 H -0.423 1.702 0.749  0.239
14 H -2.878 -0.896 0.225  0.488

*b*
Computed, not measured: one molecule with the formula C3H9BO, with ωB97M-V/def2-TZVPD.

Calculated values
Multiplicity: 1
Charge: 0
HOMO-LUMO gap in Ha: 0.3951

Each line ends with the natural charge from an NBO analysis.
Atoms and positions in Å:
1 C 0.397 1.317 -1.588  -0.246
2 O 0.926 0.701 -0.454  -0.700
3 B 0.320 -0.217 0.332  0.982
4 C -1.361 -0.476 0.079  -0.966
5 C 1.275 -0.919 1.319  -1.011
6 H 1.267 1.521 -2.175  0.194
7 H 0.028 2.292 -1.284  0.174
8 H -0.419 0.672 -1.933  0.184
9 H -1.985 -0.790 0.899  0.231
10 H -1.517 -1.035 -0.812  0.228
11 H -1.575 0.542 -0.087  0.216
12 H 2.325 -0.501 1.436  0.234
13 H 1.321 -1.993 0.954  0.243
14 H 0.900 -0.783 2.325  0.237

*c*
Computed, not measured: one molecule with the formula C3H9BO, with ωB97M-V/def2-TZVPD.

Calculated values
Multiplicity: 1
Charge: 0
HOMO-LUMO gap in Ha: 0.3789

Each line ends with the natural charge from an NBO analysis.
Atoms and positions in Å:
1 C 2.323 -0.231 -0.027  -0.241
2 O 1.112 -0.924 0.013  -0.743
3 B -0.473 -0.174 0.174  1.112
4 C -0.715 1.373 0.264  -1.086
5 C -1.651 -1.203 -0.175  -1.030
6 H 2.185 0.789 -0.546  0.147
7 H 3.065 -0.571 -0.779  0.174
8 H 2.702 -0.231 0.983  0.171
9 H -1.790 1.660 0.123  0.245
10 H -0.493 2.010 -0.500  0.265
11 H -0.497 1.774 1.231  0.253
12 H -1.439 -2.173 -0.532  0.246
13 H -2.218 -0.776 -0.998  0.244
14 H -2.111 -1.324 0.769  0.242

*b* takes first place; second place is 0.0031 hartree up.

*a*
Computed, not measured: C2H5O2S as an isolated structure, with ωB97M-V/def2-TZVPD.

Calculated values
Multiplicity: 1
Charge: -1
HOMO-LUMO gap in Ha: 0.2875

Each line ends with the natural charge from an NBO analysis.
Atoms and positions in Å:
1 C 1.351 1.288 -1.227  -0.804
2 C -0.672 -0.779 0.346  -0.852
3 O -1.400 -0.008 -2.105  -1.023
4 O 0.379 -1.745 -1.879  -1.016
5 S -0.154 -0.434 -1.466  1.846
6 H 0.567 1.674 -0.589  0.098
7 H 1.070 1.767 -2.216  0.122
8 H -1.734 -0.672 0.556  0.208
9 H -0.306 -1.717 0.693  0.208
10 H -0.050 -0.032 0.725  0.214

*b*
Computed, not measured: C2H5O2S as an isolated structure, with ωB97M-V/def2-TZVPD.

Calculated values
Multiplicity: 1
Charge: -1
HOMO-LUMO gap in Ha: 0.2796

Each line ends with the natural charge from an NBO analysis.
Atoms and positions in Å:
1 C 1.259 -1.575 0.256  -0.727
2 S 0.527 -0.718 1.676  -0.471
3 H 0.519 -1.848 -0.493  0.191
4 H 2.025 -0.939 -0.185  0.190
5 H 1.761 -2.456 0.627  0.187
6 O -0.898 1.381 0.375  -0.778
7 C -1.458 1.758 -0.707  0.663
8 O -0.981 1.802 -1.833  -0.691
9 H -2.516 2.057 -0.578  0.040
10 H -0.237 0.539 0.864  0.394

*b* takes first place; second place is 0.1365 hartree up.